No. 1
Below is a molecular structure, C20H18F6LaN10O5S5 in a non-equilibrium geometry, with properties calculated with wB97M-V/def2-TZVPD.

* strongest force on any atom: 3.159 eV/A
* total charge: +1
* relative energy (zero: lowest compared OMol25 entry of this formula, charge and spin): 79.1 kJ/mol

Structure (XYZ):
```
65
C20H18F6LaN10O5S5 | OMol25 | wB97M-V/def2-TZVPD
La -16.635 -5.926 -0.223
S -17.487 -13.699 -0.741
N -17.990 -12.738 0.448
C -17.258 -11.611 0.371
C -17.508 -10.379 1.084
C -18.532 -10.292 2.067
C -18.814 -9.012 2.611
C -18.188 -7.931 2.066
N -17.249 -7.997 1.136
C -16.832 -9.218 0.661
C -15.869 -9.276 -0.417
N -15.284 -8.106 -0.837
C -14.427 -8.109 -1.892
C -14.075 -9.259 -2.591
C -14.601 -10.475 -2.154
C -15.538 -10.469 -1.093
C -16.300 -11.619 -0.687
N -16.344 -12.770 -1.353
H -18.996 -11.161 2.511
H -19.670 -8.900 3.351
H -18.387 -6.916 2.457
H -13.968 -7.137 -2.140
H -13.401 -9.158 -3.441
H -14.329 -11.456 -2.524
C -16.308 -3.933 7.754
C -17.055 -4.020 6.465
N -18.360 -4.072 6.293
N -18.594 -4.034 4.965
C -17.428 -3.872 4.250
S -17.287 -3.529 2.613
N -16.445 -3.990 5.234
N -15.093 -3.962 4.890
H -16.868 -3.325 8.446
H -15.349 -3.484 7.578
H -16.237 -4.964 8.234
H -19.525 -3.994 4.556
H -14.843 -3.017 4.498
H -14.921 -4.694 4.174
C -13.365 -3.524 1.408
S -13.473 -3.599 -0.329
C -13.739 -1.811 -0.708
O -14.804 -4.338 -0.560
H -14.125 -2.882 1.856
H -12.308 -3.255 1.690
H -13.466 -4.574 1.706
H -12.997 -1.204 -0.129
H -14.731 -1.433 -0.571
H -13.523 -1.689 -1.767
N -15.008 -6.315 3.223
C -15.400 -6.326 2.129
F -20.957 -3.920 0.542
C -20.935 -4.867 -0.451
F -22.146 -4.994 -0.965
F -20.516 -6.056 0.046
S -19.634 -4.369 -1.738
O -18.495 -4.324 -0.824
O -20.027 -3.151 -2.374
N -19.491 -5.581 -2.907
S -18.245 -6.535 -2.687
O -18.226 -7.297 -1.435
O -16.943 -5.780 -2.764
C -18.213 -7.547 -4.278
F -17.907 -6.659 -5.234
F -19.325 -8.197 -4.586
F -17.179 -8.439 -4.107
```

No. 2
Below is a single C20H18N4O3 molecule in a non-equilibrium geometry, with properties calculated with wB97M-V/def2-TZVPD.

* strongest force on any atom: 6.685 eV/A
* structure (SMILES): C=Cc1ccc([N+](=O)[O-])c(N2CCN(C(=O)C#Cc3ccccc3)CC2)n1
* relative energy (zero: lowest compared OMol25 entry of this formula, charge and spin): 970.3 kJ/mol

Structure (XYZ):
```
45
C20H18N4O3 | OMol25 | wB97M-V/def2-TZVPD
O 0.467 4.068 0.253
O -0.193 -0.191 -0.879
O 0.999 -2.119 -0.396
C 2.237 2.698 -0.196
C 3.008 2.379 -1.066
N -2.462 -1.025 2.487
C 1.164 3.144 0.679
C -5.228 -3.368 2.932
C -4.346 -2.309 3.021
C -3.164 -2.133 2.170
C -1.301 -0.743 1.763
C -2.741 -2.943 1.128
C 6.158 2.323 -3.921
C 5.164 3.328 -3.965
C 5.972 1.204 -3.109
C 4.110 3.311 -3.073
C 4.912 1.153 -2.167
C -1.564 -2.616 0.456
C 3.995 2.267 -2.156
C -0.874 -1.535 0.669
N 0.921 2.748 2.010
N -0.686 0.421 2.183
N 0.046 -1.223 -0.231
C 1.529 1.583 2.583
C -0.439 2.978 2.626
C 0.651 0.329 2.707
C -1.442 1.757 2.351
H -5.199 -4.162 2.209
H -6.117 -3.296 3.606
H -4.524 -1.604 3.820
H -3.344 -3.873 0.741
H 6.907 2.259 -4.691
H 5.093 4.123 -4.724
H 6.579 0.353 -3.114
H 3.390 4.152 -3.129
H 4.827 0.249 -1.520
H -1.380 -3.096 -0.440
H 2.390 1.250 2.031
H 1.862 1.847 3.499
H -0.958 3.784 2.208
H -0.171 3.229 3.713
H 0.568 0.162 3.804
H 1.063 -0.544 2.331
H -1.928 1.823 1.360
H -2.140 1.671 3.250
```

No. 3
Below is a single C20H18N4O4 molecule, with properties calculated with wB97M-V/def2-TZVPD.

* strongest force on any atom: 0.594 eV/A
* structure (SMILES): Cc1cnc(C(=O)OCc2ccc(COC(=O)c3cnc(C)cn3)cc2)cn1
* relative energy (zero: lowest compared OMol25 entry of this formula, charge and spin): 65.8 kJ/mol

Structure (XYZ):
```
46
C20H18N4O4 | OMol25 | wB97M-V/def2-TZVPD
C 7.050 -4.656 -1.710
C 5.614 -4.429 -1.380
N 5.138 -4.996 -0.276
C 3.866 -4.797 0.021
C 3.039 -4.020 -0.789
N 3.509 -3.448 -1.897
C 4.777 -3.650 -2.188
H 5.141 -3.178 -3.091
C 1.609 -3.816 -0.422
O 1.127 -4.230 0.605
O 0.942 -3.154 -1.359
C -0.437 -2.880 -1.089
C -0.580 -1.708 -0.154
C -0.152 -0.450 -0.561
C -0.245 0.629 0.296
C -0.773 0.468 1.572
C -1.199 -0.787 1.977
C -1.095 -1.871 1.123
H -1.415 -2.848 1.452
H -1.615 -0.920 2.965
C -0.879 1.657 2.491
H 0.101 1.928 2.894
H -1.569 1.436 3.313
O -1.322 2.825 1.801
C -2.601 2.840 1.439
O -3.397 1.969 1.693
C -2.957 4.079 0.692
N -1.984 4.915 0.329
C -2.336 5.999 -0.330
C -3.671 6.280 -0.647
N -4.635 5.441 -0.283
C -4.288 4.351 0.379
H -5.079 3.675 0.671
C -4.067 7.508 -1.394
H -5.144 7.514 -1.538
H -3.571 7.536 -2.363
H -3.771 8.397 -0.840
H -1.534 6.665 -0.618
H 0.084 1.608 -0.022
H 0.262 -0.324 -1.550
H -0.902 -3.772 -0.658
H -0.873 -2.662 -2.067
H 3.488 -5.262 0.920
H 7.140 -5.142 -2.681
H 7.504 -5.283 -0.949
H 7.579 -3.706 -1.761
```

No. 4
Below is a single C20H18N4O4S molecule in a non-equilibrium geometry, with properties calculated with wB97M-V/def2-TZVPD.

* strongest force on any atom: 1.261 eV/A
* structure (SMILES): CCOC(=O)c1c(N)n(CCOC(=O)c2cccs2)c2nc3ccccc3nc12
* relative energy (zero: lowest compared OMol25 entry of this formula, charge and spin): 0.0 kJ/mol

Structure (XYZ):
```
47
C20H18N4O4S | OMol25 | wB97M-V/def2-TZVPD
C -3.674 -5.044 0.256
C -2.230 -4.599 0.124
H -1.645 -4.883 1.008
H -1.750 -5.046 -0.755
O -2.213 -3.182 -0.006
C -1.054 -2.625 -0.351
O -0.030 -3.271 -0.545
C -1.110 -1.187 -0.464
C 0.013 -0.425 -0.802
N 1.205 -0.921 -1.165
H 2.034 -0.357 -1.090
H 1.265 -1.929 -1.032
N -0.290 0.910 -0.793
C -1.609 1.048 -0.433
N -2.255 2.168 -0.307
C -3.560 2.018 0.052
C -4.358 3.164 0.214
C -5.672 3.041 0.576
C -6.238 1.774 0.791
C -5.487 0.641 0.641
C -4.131 0.728 0.268
N -3.423 -0.417 0.128
C -2.171 -0.265 -0.222
H -5.901 -0.343 0.800
H -7.277 1.702 1.076
H -6.284 3.922 0.700
H -3.903 4.127 0.044
C 0.588 2.020 -1.059
H -0.050 2.873 -1.301
H 1.230 1.787 -1.914
C 1.447 2.380 0.158
H 0.817 2.476 1.046
H 1.985 3.314 -0.030
O 2.389 1.349 0.434
C 3.678 1.578 0.090
O 4.066 2.603 -0.414
C 4.509 0.422 0.393
C 4.147 -0.784 0.942
C 5.234 -1.661 1.073
C 6.400 -1.112 0.626
S 6.202 0.481 0.036
H 7.373 -1.562 0.611
H 5.158 -2.653 1.480
H 3.140 -1.017 1.239
H -3.719 -6.123 0.373
H -4.234 -4.755 -0.629
H -4.129 -4.568 1.120
```

No. 5
Below is 2 unconnected molecules or ions with the total composition C20H18NO7 in a non-equilibrium geometry, with properties calculated with wB97M-V/def2-TZVPD.

* strongest force on any atom: 3.125 eV/A
* E: -36853.9069 eV
* total charge: -1

Structure (XYZ):
```
46
C20H18NO7 | OMol25 | wB97M-V/def2-TZVPD
C -2.197 -3.840 0.321
C -2.311 -2.799 1.513
C -2.318 -1.261 1.028
C -3.277 -0.486 2.017
C -0.831 -0.781 1.052
C 0.325 -1.702 0.920
C 1.714 -1.195 0.918
O 2.755 -2.135 0.747
C 3.286 -2.046 -0.558
O 4.443 -2.324 -0.724
C 2.462 -1.570 -1.781
C 2.935 -0.437 -2.595
C 2.204 0.044 -3.774
C 0.968 -0.630 -4.207
C 0.481 -1.773 -3.400
C 1.207 -2.226 -2.213
C 2.035 0.239 1.086
C 0.899 1.129 1.212
C -0.498 0.635 1.175
C -1.375 1.927 1.294
O -2.448 2.222 0.852
N -0.492 2.779 2.079
C 0.791 2.681 1.392
O 1.487 3.582 1.054
H -2.414 -3.412 -0.689
H -2.947 -4.662 0.520
H -1.194 -4.360 0.372
H -3.291 -3.021 2.031
H -1.529 -2.953 2.314
H -2.697 -1.300 -0.035
H -2.675 0.050 2.794
H -4.085 -1.114 2.465
H -3.803 0.304 1.406
H 0.186 -2.799 0.805
H 3.889 0.063 -2.291
H 2.546 0.921 -4.373
H 0.399 -0.304 -5.110
H -0.463 -2.255 -3.747
H 0.820 -3.092 -1.614
H 3.073 0.640 1.100
H -0.853 3.742 2.007
C 0.192 6.876 0.607
O -0.037 6.472 -0.565
O 1.479 6.563 1.013
O -0.529 7.480 1.414
H 1.689 6.132 0.167
```

strongest force on any atom of number 5 (C20H18NO7)?
3.125 eV/A